Computed, not measured: a structure of composition C44H37CeO4P2 in a non-equilibrium geometry, with the ωB97M-V functional and the def2-TZVPD basis.

The geometry in XYZ format:
```
88
Properties=species:S:1:pos:R:3
Ce -2.1042 -0.3710 0.0608
P 0.0884 -2.4765 -0.3575
C 0.3734 -0.1865 0.3583
O 1.3727 -0.0948 0.9864
P -0.3313 2.3382 0.0544
C 0.8919 -3.4537 0.9194
C 1.0458 -2.7994 -1.8627
C -1.5956 -3.0948 -0.6272
C -1.8582 3.2008 0.5912
C 0.9406 3.0454 1.1383
C 0.0574 3.0231 -1.5900
C 0.2086 -4.4659 1.6090
C 0.8742 -5.2147 2.5769
C 2.2214 -4.9704 2.8572
C 2.9126 -3.9762 2.1542
C 2.2580 -3.2317 1.1759
H -0.8327 -4.6766 1.3701
H 0.3322 -5.9954 3.1096
H 2.7359 -5.5548 3.6192
H 3.9662 -3.7814 2.3580
H 2.8031 -2.4820 0.6004
C -2.5527 -3.0401 0.4316
C -3.8930 -3.3991 0.1876
C -4.2473 -3.9465 -1.0497
C -3.2917 -4.0662 -2.0683
C -1.9941 -3.6124 -1.8872
H -2.2418 -2.7689 1.4551
H -4.6368 -3.2752 0.9827
H -5.2651 -4.2951 -1.2156
H -3.5694 -4.5505 -3.0094
H -1.2548 -3.6921 -2.6851
C 1.6760 -4.0456 -2.0397
C 2.3173 -4.3453 -3.2416
C 2.3567 -3.4004 -4.2700
C 1.7553 -2.1499 -4.0933
C 1.0965 -1.8466 -2.9008
H 1.6600 -4.7845 -1.2357
H 2.7853 -5.3202 -3.3728
H 2.8585 -3.6316 -5.2100
H 1.7875 -1.4008 -4.8849
H 0.6134 -0.8778 -2.7751
C 2.0096 3.8330 0.6768
C 2.9140 4.3793 1.5936
C 2.7761 4.1261 2.9610
C 1.7240 3.3244 3.4205
C 0.8066 2.7983 2.5155
H 2.1252 4.0275 -0.3905
H 3.7270 5.0086 1.2295
H 3.4810 4.5509 3.6747
H 1.6067 3.1145 4.4816
H -0.0482 2.2174 2.8694
C -3.0985 2.7122 0.1274
C -4.2786 3.1762 0.7154
C -4.2393 4.2249 1.6379
C -3.0139 4.7996 1.9956
C -1.8247 4.2934 1.4737
H -3.1497 1.9917 -0.7123
H -5.2233 2.6994 0.4434
H -5.1619 4.5911 2.0864
H -2.9757 5.6330 2.6988
H -0.8679 4.7314 1.7637
C -0.5324 4.2173 -2.0292
C -0.1608 4.7681 -3.2546
C 0.7801 4.1197 -4.0578
C 1.3473 2.9087 -3.6398
C 0.9855 2.3515 -2.4113
H -1.2754 4.7120 -1.4055
H -0.6075 5.7079 -3.5770
H 1.0738 4.5510 -5.0153
H 2.0803 2.3930 -4.2649
H 1.4168 1.4021 -2.0819
H -3.7075 -0.3296 0.8082
H -0.5218 -0.0559 -1.1303
O -0.4633 -2.2883 3.7162
C -0.0728 -1.2381 4.4642
C 1.0415 -1.3877 5.3004
C 1.4029 -0.3398 6.1448
C 0.6499 0.8443 6.1782
C -0.4246 1.0124 5.3051
C -0.7634 0.0043 4.3980
C -1.6807 0.3104 3.2780
O -2.2804 1.3907 3.2058
O -1.7556 -0.6113 2.3248
H -1.1010 -1.8679 3.0668
H 1.5986 -2.3262 5.2545
H 2.2806 -0.4552 6.7832
H 0.9218 1.6441 6.8749
H -0.9986 1.9368 5.3051
```

Computed properties:
HOMO energy (alpha / beta) = -12.54 / -12.54 eV
E_LUMO (alpha / beta) = -6.70 / -8.98 eV
Energy = -85905.971 eV
Multiplicity = 2
Relative energy (zero: lowest compared OMol25 entry of this formula, charge and spin) = 0.00 kJ/mol
Charge = +2